No. 1
Molecular formula: C2H5NOS
Method: DFT, ωB97M-V with the def2-TZVPD basis set

Values from the calculation:
Total energy   -607.1693 a.u.
LUMO (alpha / beta)   -1.56 / -0.81 eV
ΔE to the lowest compared entry with this formula, charge and spin   149.1 kcal/mol
F_max   3.89 eV Å⁻¹
Orbital gap (alpha / beta)   7.82 / 8.71 eV

Geometry (Å):
C1 0.616 0.431 -0.137
C2 -0.259 1.567 -0.006
N1 -1.572 -1.948 -0.007
O1 2.840 -1.002 -0.087
S1 2.230 0.289 -0.052
H1 -1.026 1.303 0.845
H2 0.299 2.437 0.043
H3 -0.824 1.651 -0.866
H4 -0.581 -1.898 -0.228
H5 -1.723 -2.830 0.496



No. 2
Molecular formula: C31H59ClNO9P2
Method: DFT, ωB97M-V with the def2-TZVPD basis set

Values from the calculation:
Total energy   -3091.4511 a.u.
LUMO   1.67 eV
ΔE to the lowest compared entry with this formula, charge and spin   7.7 kcal/mol
F_max   1.61 eV Å⁻¹
Orbital gap   5.70 eV
Net charge   -1

Geometry (Å):
C1 2.324 -1.669 1.857
C2 2.318 -0.574 0.768
C3 2.591 -1.080 -0.681
C4 1.557 -0.557 -1.704
P1 2.185 -0.051 -3.406
C5 0.713 -1.046 -4.315
C6 -0.639 -0.611 -3.878
C7 -1.175 0.619 -4.258
C8 -2.417 1.033 -3.803
C9 -3.167 0.237 -2.957
C10 -2.676 -1.009 -2.590
C11 -1.435 -1.409 -3.052
C12 3.572 1.094 -2.743
C13 3.243 2.000 -1.545
O1 1.933 2.539 -1.563
C14 4.317 3.164 -1.482
N1 3.824 4.484 -1.847
O2 2.815 0.318 -5.067
C15 3.879 -0.495 -5.438
C16 3.696 -1.831 -4.706
P2 5.256 -2.769 -4.351
O3 4.571 -3.919 -3.405
Cl1 6.251 -1.567 -2.968
O4 3.177 -1.511 -3.433
H1 2.757 -2.595 1.480
H2 2.945 -1.334 2.690
H3 1.321 -1.827 2.243
H4 1.411 0.028 0.783
H5 3.134 0.113 1.008
H6 2.507 -2.168 -0.632
H7 3.619 -0.868 -0.964
H8 0.868 -1.383 -1.881
H9 0.942 0.244 -1.295
H10 1.334 1.102 -3.587
H11 0.807 -0.872 -5.388
H12 0.814 -2.127 -4.160
H13 -0.597 1.255 -4.917
H14 -2.791 1.998 -4.125
H15 -4.126 0.581 -2.587
H16 -3.214 -1.684 -1.938
H17 -1.046 -2.379 -2.762
H18 4.406 0.466 -2.421
H19 3.936 1.720 -3.562
H20 3.353 1.467 -0.607
H21 1.783 2.972 -2.410
H22 5.136 2.924 -2.158
H23 4.689 3.222 -0.462
H24 3.573 4.554 -2.822
H25 3.071 4.780 -1.245
H26 4.830 -0.034 -5.123
H27 3.858 -0.641 -6.523
H28 3.002 -2.508 -5.225
H29 3.662 -3.651 -3.189
C17 4.036 4.258 4.032
C18 4.053 4.694 2.584
O5 4.097 3.894 1.684
C19 4.010 6.181 2.314
H30 4.069 3.172 4.082
H31 4.901 4.668 4.557
H32 3.125 4.610 4.518
H33 4.873 6.669 2.769
H34 3.097 6.611 2.731
H35 4.028 6.351 1.239
C20 -6.296 -3.998 0.874
C21 -5.447 -2.984 0.147
O6 -4.548 -3.325 -0.584
C22 -5.769 -1.525 0.372
H36 -5.954 -4.997 0.617
H37 -6.213 -3.858 1.954
H38 -7.341 -3.896 0.577
H39 -5.663 -1.278 1.429
H40 -6.794 -1.316 0.058
H41 -5.085 -0.909 -0.209
C23 -1.253 0.964 4.826
C24 -0.897 0.157 3.602
O7 -0.404 -0.946 3.681
C25 -1.178 0.791 2.260
H42 -1.000 0.397 5.720
H43 -0.701 1.897 4.828
H44 -2.322 1.182 4.831
H45 -0.620 1.724 2.161
H46 -2.245 1.004 2.163
H47 -0.877 0.115 1.463
C26 -1.119 3.874 8.919
C27 -1.105 4.145 7.434
O8 -1.100 3.246 6.627
C28 -1.097 5.593 7.004
H48 -1.123 2.800 9.090
H49 -0.234 4.307 9.387
H50 -2.010 4.312 9.371
H51 -0.210 6.095 7.397
H52 -1.987 6.100 7.380
H53 -1.087 5.649 5.918
C29 -6.366 -8.725 -1.599
C30 -6.664 -7.265 -1.846
O9 -7.607 -6.716 -1.324
C31 -5.730 -6.524 -2.769
H54 -7.109 -9.138 -0.919
H55 -6.396 -9.277 -2.540
H56 -5.375 -8.834 -1.156
H57 -5.733 -6.988 -3.757
H58 -4.714 -6.545 -2.371
H59 -6.050 -5.489 -2.859



No. 3
Molecular formula: C42H99O22P
Method: DFT, ωB97M-V with the def2-TZVPD basis set

Values from the calculation:
Total energy   -3655.9211 a.u.
LUMO   0.41 eV
SMILES string   CCOP(=O)(OCC)OCC.COCCOCCOC.COCCOCCOC.COCCOCCOC.COCCOCCOC.COCCOCCOC.COCCOCCOC
ΔE to the lowest compared entry with this formula, charge and spin   66.9 kcal/mol
F_max   2.85 eV Å⁻¹
Orbital gap   9.71 eV

Geometry (Å):
C1 4.879 0.393 1.380
O1 4.967 -0.005 0.022
C2 6.233 -0.447 -0.394
C3 6.192 -1.381 -1.602
O2 6.136 -2.730 -1.199
C4 5.528 -3.616 -2.117
C5 4.026 -3.658 -1.943
O3 3.510 -4.706 -2.755
C6 2.107 -4.761 -2.625
H1 3.853 0.743 1.478
H2 5.628 1.103 1.722
H3 4.967 -0.516 1.989
H4 6.786 -0.952 0.414
H5 6.920 0.395 -0.552
H6 7.092 -1.164 -2.178
H7 5.257 -1.107 -2.098
H8 6.002 -4.579 -1.908
H9 5.857 -3.444 -3.147
H10 3.598 -2.732 -2.353
H11 3.686 -3.797 -0.914
H12 1.749 -5.492 -3.356
H13 1.676 -3.817 -2.974
H14 1.760 -5.149 -1.666
C7 -3.679 -5.324 7.880
O4 -2.446 -5.060 8.547
C8 -1.291 -4.880 7.766
C9 -1.192 -3.558 7.028
O5 -2.305 -3.307 6.206
C10 -2.013 -2.464 5.104
C11 -3.346 -2.223 4.411
O6 -3.739 -3.379 3.660
C12 -4.615 -2.997 2.633
H15 -4.403 -5.464 8.680
H16 -3.716 -6.216 7.250
H17 -3.901 -4.439 7.287
H18 -1.139 -5.728 7.077
H19 -0.450 -5.080 8.435
H20 -0.234 -3.522 6.502
H21 -1.147 -2.852 7.870
H22 -1.232 -2.885 4.462
H23 -1.599 -1.499 5.430
H24 -3.104 -1.414 3.712
H25 -4.116 -2.033 5.154
H26 -5.131 -3.896 2.298
H27 -4.133 -2.525 1.767
H28 -5.375 -2.254 2.906
C13 7.967 3.923 -0.620
O7 8.256 4.008 0.770
C14 7.477 3.047 1.477
C15 7.721 3.330 2.969
O8 6.643 2.599 3.572
C16 6.423 2.905 4.922
C17 5.129 2.238 5.381
O9 4.003 2.938 4.887
C18 2.764 2.387 5.286
H29 8.247 4.869 -1.089
H30 6.914 3.802 -0.881
H31 8.593 3.146 -1.063
H32 7.805 2.045 1.190
H33 6.400 3.163 1.362
H34 7.662 4.409 3.134
H35 8.682 3.022 3.387
H36 6.205 3.975 5.080
H37 7.252 2.766 5.623
H38 5.169 2.355 6.471
H39 5.036 1.203 5.042
H40 2.754 1.336 4.980
H41 2.038 2.853 4.615
H42 2.456 2.573 6.314
C19 -2.149 0.548 -10.277
O10 -0.785 0.377 -10.445
C20 0.072 0.884 -9.471
C21 -0.204 0.670 -7.979
O11 -0.287 -0.696 -7.637
C22 -0.149 -1.037 -6.292
C23 1.285 -1.459 -5.944
O12 2.208 -0.408 -5.979
C24 2.193 0.372 -4.801
H43 -2.508 1.427 -10.846
H44 -2.531 0.859 -9.297
H45 -2.815 -0.228 -10.654
H46 0.211 1.966 -9.590
H47 1.082 0.496 -9.615
H48 -1.175 1.129 -7.744
H49 0.598 1.125 -7.392
H50 -0.814 -1.879 -6.083
H51 -0.377 -0.192 -5.626
H52 1.499 -2.274 -6.641
H53 1.235 -1.966 -4.968
H54 2.601 1.362 -5.006
H55 2.730 -0.145 -4.004
H56 1.174 0.628 -4.483
C25 1.426 -0.250 2.482
O13 0.345 -1.151 2.273
C26 -0.332 -0.917 1.027
C27 -1.260 -2.108 0.801
O14 -1.809 -2.293 -0.475
C28 -0.921 -2.341 -1.576
C29 -1.624 -2.801 -2.830
O15 -1.906 -4.180 -2.755
C30 -2.572 -4.697 -3.888
H57 1.207 0.319 3.389
H58 1.586 0.428 1.644
H59 2.341 -0.802 2.698
H60 0.429 -0.806 0.254
H61 -0.891 0.009 1.191
H62 -2.179 -2.024 1.383
H63 -0.764 -3.001 1.205
H64 -0.216 -3.129 -1.261
H65 -0.361 -1.417 -1.749
H66 -0.849 -2.756 -3.610
H67 -2.434 -2.088 -3.009
H68 -1.824 -4.853 -4.671
H69 -3.454 -4.141 -4.211
H70 -2.945 -5.686 -3.616
C31 -3.360 0.979 -5.526
O16 -3.018 0.443 -4.267
C32 -3.185 1.359 -3.216
C33 -1.956 2.195 -2.874
O17 -0.961 1.317 -2.371
C34 0.125 2.003 -1.745
C35 -0.254 2.399 -0.307
O18 0.935 2.614 0.426
C36 0.682 2.869 1.777
H71 -3.180 0.276 -6.342
H72 -2.601 1.747 -5.734
H73 -4.351 1.398 -5.716
H74 -3.340 0.708 -2.343
H75 -4.162 1.855 -3.231
H76 -2.215 2.904 -2.079
H77 -1.676 2.849 -3.709
H78 0.463 2.890 -2.294
H79 0.958 1.313 -1.871
H80 -0.724 1.481 0.064
H81 -0.927 3.255 -0.331
H82 0.188 3.834 1.928
H83 1.656 2.988 2.263
H84 0.222 2.067 2.362
C37 -6.654 3.179 -0.306
C38 -5.220 3.648 -0.211
O19 -5.060 4.511 0.944
P1 -4.594 3.934 2.365
O20 -4.424 5.030 3.335
O21 -5.710 2.876 2.771
C39 -6.732 3.255 3.701
C40 -7.873 2.278 3.616
O22 -3.313 3.072 1.974
C41 -2.847 2.024 2.814
C42 -3.244 0.662 2.290
H85 -6.806 2.484 -1.140
H86 -6.948 2.616 0.575
H87 -7.299 4.014 -0.575
H88 -4.510 2.822 -0.205
H89 -5.070 4.353 -1.028
H90 -6.312 3.281 4.705
H91 -7.139 4.250 3.498
H92 -7.562 1.451 4.265
H93 -8.850 2.562 4.000
H94 -8.006 1.963 2.582
H95 -1.765 1.983 2.877
H96 -3.319 1.991 3.800
H97 -4.251 0.301 2.501
H98 -3.026 0.461 1.234
H99 -2.569 -0.085 2.730



No. 4
Molecular formula: C16H21Cl5F3IrN4O7Se
Method: DFT, ωB97M-V with the def2-TZVPD basis set

Values from the calculation:
Total energy   -6474.3822 a.u.
LUMO   -0.14 eV
ΔE to the lowest compared entry with this formula, charge and spin   21.1 kcal/mol
F_max   0.41 eV Å⁻¹
Orbital gap   8.70 eV

Geometry (Å):
Ir1 -0.255 0.116 -0.045
N1 3.304 2.464 2.669
C1 2.721 1.799 1.513
C2 3.261 0.380 1.288
C3 2.849 -0.322 -0.010
N2 1.504 -0.981 0.036
C4 2.956 0.606 -1.215
C5 2.351 1.983 -0.964
N3 0.874 1.857 -0.882
C6 2.948 2.637 0.272
H1 3.140 1.934 3.517
H2 -1.671 4.253 1.149
H3 4.308 2.566 2.561
H4 1.651 1.762 1.677
H5 3.031 -0.250 2.149
H6 4.354 0.465 1.242
H7 3.553 -1.147 -0.154
H8 1.422 -1.465 0.930
H9 1.495 -1.692 -0.688
H10 2.490 0.141 -2.090
H11 4.014 0.735 -1.452
H12 2.580 2.620 -1.824
H13 0.559 1.670 -1.832
H14 0.442 2.762 -0.692
H15 2.532 3.635 0.420
H16 4.024 2.763 0.100
Cl1 -2.749 -0.348 2.300
C7 -2.220 -1.753 1.444
C8 -1.293 -1.643 0.389
C9 -1.084 -2.848 -0.301
Cl2 -0.160 -2.900 -1.798
C10 -1.640 -4.075 0.072
Cl3 -1.313 -5.519 -0.810
C11 -2.482 -4.138 1.173
Cl4 -3.159 -5.636 1.671
C12 -2.790 -2.962 1.847
Cl5 -3.880 -3.023 3.174
F1 0.049 0.733 5.347
C13 0.322 0.025 4.258
F2 -0.284 -1.164 4.368
F3 1.659 -0.210 4.252
C14 -0.098 0.765 2.958
O1 -0.572 1.868 3.014
O2 0.244 0.056 1.939
C15 -1.570 -0.452 -4.205
C16 -1.654 -0.298 -2.718
N4 -2.829 -0.443 -2.136
O3 -0.592 -0.028 -2.103
H17 -2.378 -1.069 -4.593
H18 -0.611 -0.889 -4.468
H19 -1.639 0.539 -4.657
H20 -3.642 -0.634 -2.694
H21 -2.944 -0.133 -1.175
O4 -1.379 3.558 -1.231
Se1 -2.472 2.796 -0.316
O5 -2.325 3.546 1.237
O6 -2.060 1.201 -0.104
O7 -4.008 2.837 -0.725



No. 5
Molecular formula: C16H60N12O14
Method: DFT, ωB97M-V with the def2-TZVPD basis set

Values from the calculation:
Total energy   -2355.8292 a.u.
LUMO   -0.53 eV
ΔE to the lowest compared entry with this formula, charge and spin   72.5 kcal/mol
F_max   8.98 eV Å⁻¹
Orbital gap   7.63 eV

Geometry (Å):
C1 3.618 -0.160 -4.195
C2 2.405 -0.872 -3.541
O1 2.159 -2.040 -4.332
H1 3.983 0.655 -3.711
H2 3.296 0.075 -5.204
H3 4.499 -0.820 -4.259
H4 1.693 -0.057 -3.571
H5 2.676 -1.351 -2.572
H6 1.387 -2.433 -3.951
C3 -5.071 -3.465 -0.130
C4 -4.220 -2.475 -0.752
O2 -4.538 -1.185 -0.245
H7 -4.553 -4.396 -0.250
H8 -5.970 -3.618 -0.665
H9 -5.238 -3.150 0.916
H10 -4.281 -2.600 -1.896
H11 -3.196 -2.575 -0.546
H12 -3.992 -0.492 -0.535
C5 0.433 -0.473 4.789
O3 0.648 -0.974 6.062
N1 1.345 0.263 4.186
N2 -0.617 -0.674 4.077
H13 2.229 0.421 4.729
H14 1.223 0.608 3.208
H15 -1.404 -1.211 4.475
H16 -0.741 -0.053 3.272
C6 -2.962 2.416 -0.055
O4 -3.105 1.235 -0.741
N3 -4.018 2.952 0.447
N4 -1.795 2.957 0.412
H17 -4.804 2.321 0.375
H18 -4.136 3.877 0.946
H19 -0.985 2.555 0.000
H20 -1.759 3.921 0.749
C7 -0.942 -2.141 -2.510
O5 -2.076 -1.288 -2.377
N5 -0.002 -2.126 -1.621
N6 -0.691 -2.998 -3.468
H21 -0.091 -1.335 -0.936
H22 0.871 -2.652 -1.626
H23 -1.471 -3.045 -4.222
H24 0.119 -3.707 -3.443
C8 2.358 -3.387 -0.080
O6 1.959 -2.374 0.832
N7 1.583 -4.377 -0.363
N8 3.438 -3.302 -0.789
H25 0.671 -4.488 0.154
H26 1.925 -5.264 -0.797
H27 3.909 -2.426 -0.705
H28 3.578 -3.958 -1.558
C9 0.270 0.576 0.283
O7 1.141 0.428 1.358
N9 0.280 1.424 -0.712
N10 -0.730 -0.188 0.279
H29 1.004 2.128 -0.829
H30 -0.093 1.186 -1.662
H31 -0.749 -0.942 1.014
H32 -1.532 -0.003 -0.314
C10 -1.297 -3.275 1.717
O8 -2.107 -3.964 2.593
N11 -1.049 -3.645 0.525
N12 -0.457 -2.272 1.914
H33 -1.629 -4.422 0.329
H34 -0.719 -3.032 -0.215
H35 -0.383 -1.829 2.889
H36 0.524 -2.388 1.466
C11 3.389 1.885 -1.086
O9 2.564 2.890 -0.630
H37 2.951 0.974 -0.607
H38 4.380 2.157 -0.826
H39 3.247 1.754 -2.187
H40 2.926 3.722 -0.947
C12 4.085 -0.370 3.250
O10 3.819 -0.351 1.848
H41 3.862 0.681 3.700
H42 5.148 -0.652 3.381
H43 3.383 -1.079 3.572
H44 2.906 -0.612 1.765
C13 0.007 5.082 -1.599
O11 -0.090 5.299 -0.215
H45 0.024 5.957 -2.204
H46 -0.921 4.447 -1.817
H47 0.811 4.457 -2.010
H48 0.444 4.703 0.269
C14 -2.943 1.319 3.312
O12 -1.688 1.625 2.781
H49 -3.336 0.706 2.529
H50 -3.578 2.085 3.543
H51 -2.942 0.554 4.134
H52 -1.863 1.932 1.891
C15 1.687 3.258 2.757
O13 1.044 3.524 1.530
H53 1.593 3.981 3.525
H54 2.757 2.996 2.584
H55 0.989 2.503 3.166
H56 1.533 2.973 0.897
C16 -1.634 2.004 -3.378
O14 -0.489 1.311 -3.201
H57 -1.723 2.288 -4.485
H58 -1.731 2.938 -2.862
H59 -2.515 1.381 -3.073
H60 0.049 1.605 -3.884



No. 6
Molecular formula: C6H12O
Method: DFT, ωB97M-V with the def2-TZVPD basis set

Values from the calculation:
Total energy   -310.9437 a.u.
LUMO   0.84 eV
SMILES string   C=CC(=C)CC.O
ΔE to the lowest compared entry with this formula, charge and spin   72.5 kcal/mol
F_max   4.13 eV Å⁻¹
Orbital gap   9.67 eV

Geometry (Å):
C1 2.735 -0.491 0.381
C2 1.861 0.635 0.978
C3 0.421 0.684 0.453
C4 0.253 1.413 -0.665
C5 -1.813 0.659 1.319
C6 -0.701 -0.078 1.078
H1 3.155 -0.261 -0.664
H2 2.213 -1.442 0.183
H3 3.547 -0.675 1.055
H4 2.356 1.588 0.811
H5 1.824 0.428 2.058
H6 -0.720 1.811 -0.998
H7 0.923 1.716 -1.485
H8 -2.823 0.202 1.248
H9 -1.953 1.737 1.202
H10 -1.030 -1.104 1.124
H11 -2.854 -2.669 -3.140
H12 -4.034 -2.214 -2.156
O1 -3.362 -1.940 -2.782



F_max of number 5 (C16H60N12O14)?
8.98 eV Å⁻¹